Entry 1:
The following is a DFT calculation (the ωB97M-V functional and the def2-TZVPD basis) of an isolated ion of composition C7H15N2OS and charge +1 at a distorted geometry.

Results
charge	+1
E_tot	-23354.689	eV
F_max	0.0662	Eh/bohr

Cartesian coordinates (Å):
1 C 1.77139 0.91607 -0.11163
2 C -2.00404 1.40620 0.60823
3 C -0.67163 1.69412 -0.15082
4 C -2.53830 -0.00382 0.13438
5 C 0.49854 1.08267 0.54361
6 C 1.03818 -2.05224 0.53030
7 C 0.05818 -1.39015 -1.52726
8 N 2.86895 0.85526 0.67757
9 N -0.13138 -1.42624 -0.05696
10 O 1.80713 0.86279 -1.35234
11 S -1.56926 -1.36019 0.85836
12 H -1.87648 1.20326 1.74022
13 H -2.66128 2.29138 0.34460
14 H -0.78020 1.34658 -1.12592
15 H -0.61151 2.72050 -0.23010
16 H -3.54440 -0.04791 0.47217
17 H -2.47677 -0.22329 -0.87804
18 H 0.17642 0.92007 1.62294
19 H 0.92948 -2.27238 1.60590
20 H 1.14045 -3.19855 0.22500
21 H 2.04200 -1.57482 0.12895
22 H 0.19771 -2.49356 -1.72377
23 H -0.84944 -0.92046 -2.12203
24 H 0.84103 -0.71161 -1.86032
25 H 2.69967 1.32076 1.57351
26 H 3.64557 1.05555 0.07344

Forces on the atoms, in the same order (eV/Å):
-0.560 0.385 -1.067
0.449 -1.044 -0.122
-0.600 -1.809 2.403
1.216 1.611 1.588
-2.231 0.042 1.196
1.774 -2.901 -0.147
-3.092 -0.221 -1.218
-0.816 0.148 0.050
0.391 1.179 -0.286
0.343 0.053 1.086
0.407 -0.457 -0.005
-0.176 1.228 -1.633
0.137 -1.522 0.691
0.039 -0.592 -1.914
0.741 2.465 -0.110
-0.904 -0.913 0.354
-0.264 0.214 -2.130
1.640 -0.033 -1.170
0.293 1.254 -0.202
-0.477 2.225 -0.218
-2.201 -0.708 1.237
-0.048 1.358 -0.613
1.393 -1.435 1.495
0.589 -0.434 0.564
0.975 -0.285 -0.440
0.984 0.191 0.611

Mulliken population analysis, charges in e, atoms 1 to 4: C 0.02; C -0.57; C -0.61; C -0.81

=====

Entry 2:
The following is a DFT calculation (the ωB97M-V functional and the def2-TZVPD basis) of an isolated ion of composition C7H15N2S and charge +1 at a distorted geometry.

Results
charge	+1
E_tot	-21307.528	eV
F_max	0.0478	Eh/bohr

Cartesian coordinates (Å):
1 C -1.31798 -1.28487 0.52949
2 C -1.96885 -0.11962 0.68324
3 C -0.18643 0.95522 -0.58426
4 C 1.11437 -2.62609 1.54869
5 C -2.22868 2.16350 -0.16552
6 C 2.19260 1.49782 -1.73440
7 C 1.04902 -1.88719 0.21397
8 N -0.20773 -1.42076 -0.18173
9 N -1.26949 1.15160 0.34073
10 S 1.40812 1.33340 -0.11105
11 H -1.80450 -2.18089 0.91399
12 H -2.94419 -0.00047 1.11306
13 H -0.44664 0.81360 -1.61600
14 H 0.73878 -2.00798 2.36202
15 H 0.51665 -3.53375 1.50042
16 H 2.14347 -2.90022 1.76222
17 H -2.99817 2.34717 0.58015
18 H -1.70395 3.09455 -0.37259
19 H -2.69620 1.79611 -1.07872
20 H 2.26820 0.52169 -2.20142
21 H 3.18122 1.91204 -1.56107
22 H 1.60756 2.17922 -2.34496
23 H 1.70861 -0.98092 0.28154
24 H 1.46285 -2.49539 -0.59931
25 H -0.85868 1.52191 1.21149

Forces on the atoms, in the same order (eV/Å):
-0.336 0.266 0.173
-0.231 -0.243 0.189
1.193 -2.134 0.236
-0.077 0.078 -0.218
-0.483 0.681 -0.328
-0.163 -0.031 0.054
0.538 -0.446 0.296
-0.035 1.968 -1.274
0.187 -0.197 0.626
-0.539 0.402 -0.080
0.026 -0.024 0.178
-0.152 0.120 0.046
-0.210 0.078 -0.175
0.003 0.059 0.080
-0.002 -0.097 0.056
0.048 -0.048 0.068
0.046 -0.119 0.069
0.070 -0.077 0.061
0.119 -0.123 0.109
0.046 -0.064 -0.049
0.036 -0.015 0.023
0.062 0.035 -0.024
-0.035 -0.151 -0.055
0.053 0.098 0.128
-0.166 -0.017 -0.188

Mulliken population analysis, charges in e, atoms 1 to 4: C 0.09; C -0.72; C -0.41; C -1.36

=====

Entry 3:
The following is a DFT calculation (the ωB97M-V functional and the def2-TZVPD basis) of a 2-piece molecular cluster, C7H15N2S2 overall at a distorted geometry.

Results
charge	+1
E_tot	-32143.708	eV
F_max	0.0643	Eh/bohr

Cartesian coordinates (Å):
1 C 0.50891 -2.55409 -0.59991
2 C -2.03720 0.82032 0.86956
3 C 1.87967 -1.94197 -0.47129
4 C -2.17349 2.19084 0.36026
5 C 0.27723 -0.22447 -1.55388
6 C 0.23614 1.23518 0.09749
7 C 1.61672 1.40600 0.72742
8 N -0.36672 -1.38742 -1.00761
9 N -0.59540 0.39264 0.92325
10 S 2.02218 -0.48907 -1.63176
11 S -0.65581 2.54977 -0.56870
12 H 0.47039 -3.21267 -1.46963
13 H 0.22670 -2.84244 0.40181
14 H -2.45713 0.81673 1.84330
15 H -2.41072 0.08156 0.20119
16 H 2.09988 -1.51352 0.55927
17 H 2.71959 -2.64187 -0.70630
18 H -3.05659 2.35173 -0.18894
19 H -2.19286 2.84554 1.14919
20 H -0.21267 0.26237 -2.34752
21 H 2.37899 0.69911 0.23434
22 H 1.63685 1.05548 1.73379
23 H 2.01575 2.41608 0.60106
24 H -1.20893 -1.89832 -1.46033
25 H -0.24286 0.28781 1.84263
26 H -0.47865 -0.70531 0.46129

Forces on the atoms, in the same order (eV/Å):
0.723 2.326 -1.148
0.840 -1.371 -0.256
2.162 0.847 0.591
1.573 -0.034 -1.053
1.253 -0.581 3.003
1.150 -2.541 -0.793
0.589 -0.708 -2.069
-1.673 -1.342 0.317
-0.253 -1.447 -0.779
-0.279 -1.548 -0.856
-0.605 1.392 -0.800
0.027 -0.727 0.802
-0.478 -1.046 -0.242
-0.441 -0.795 0.872
-1.177 -0.436 -0.339
-0.474 -0.710 -1.041
-0.791 0.545 0.170
-0.921 -0.012 -1.028
-0.100 1.707 1.955
-0.486 0.676 -0.811
-1.039 1.109 0.307
-0.187 0.275 1.079
-0.178 -0.193 0.261
1.553 2.288 0.600
0.354 0.377 1.314
-1.142 1.949 -0.055

Mulliken population analysis, charges in e, atoms 1 to 4: C -0.62; C -0.68; C -0.54; C -0.63

=====

Entry 4:
The following is a DFT calculation (the ωB97M-V functional and the def2-TZVPD basis) of a 2-piece molecular cluster, C7H15N3 overall at a distorted geometry.

Results
SMILES	[H]/N=C1/N[C@@H]1[C@H](C)N.C=CC
charge	0
E_tot	-11970.277	eV
F_max	0.0311	Eh/bohr

Cartesian coordinates (Å):
1 H -2.14772 1.10781 -0.38683
2 N -1.68863 1.28439 -1.27863
3 C -0.50529 0.92537 -1.34485
4 N 0.57457 0.89157 -2.16332
5 C 0.67748 0.19540 -0.86757
6 C 0.57175 -1.32302 -0.79564
7 C 1.95054 -1.97104 -0.70750
8 N -0.10654 -1.78821 -1.99912
9 H 0.58071 0.37259 -3.03023
10 H 1.38364 0.64611 -0.18258
11 H 0.01320 -1.57200 0.12561
12 H 2.48631 -1.59850 0.16063
13 H 1.86256 -3.05304 -0.62643
14 H 2.52457 -1.73443 -1.60189
15 H -0.11647 -2.80331 -2.02635
16 H -1.06491 -1.45991 -2.02133
17 C -0.25294 0.05530 2.26031
18 C -0.23520 1.35494 2.03504
19 C -1.44492 2.22330 1.95305
20 H 0.64793 -0.52661 2.34927
21 H -1.17969 -0.48184 2.38874
22 H 0.70757 1.87773 1.93569
23 H -1.43284 2.94575 2.77226
24 H -1.44572 2.79183 1.02359
25 H -2.35995 1.63981 2.02810

Forces on the atoms, in the same order (eV/Å):
0.415 -0.145 -0.068
-1.443 0.524 -0.448
1.221 -0.510 0.714
0.254 0.552 -0.584
-0.266 -0.268 0.319
0.100 -0.039 0.103
-0.263 0.200 -0.147
0.022 -0.310 -0.065
-0.156 -0.205 -0.028
0.015 0.012 0.034
0.134 0.128 -0.185
0.093 -0.005 0.129
0.026 -0.089 0.025
0.078 -0.009 -0.058
-0.078 0.173 -0.019
-0.080 -0.096 -0.023
-0.006 -0.106 0.149
-0.116 0.213 0.183
0.076 0.113 0.099
0.249 -0.078 -0.012
-0.223 -0.070 0.001
0.190 -0.046 -0.046
-0.057 0.037 -0.016
-0.081 0.047 -0.035
-0.102 -0.023 -0.021

Mulliken population analysis, charges in e, atoms 1 to 4: H 0.30; N -0.82; C 0.13; N -0.58

=====

Entry 5:
The following is a DFT calculation (the ωB97M-V functional and the def2-TZVPD basis) of one molecule with the formula C7H15N3 at a distorted geometry.

Results
SMILES	[H]/N=N\N/C(C)=C\C(C)(C)C
charge	0
E_tot	-11968.795	eV
F_max	0.0721	Eh/bohr

Cartesian coordinates (Å):
1 H -3.78593 0.52204 -0.93658
2 N -3.81331 -0.29442 -0.27081
3 N -2.92805 -0.65743 0.49522
4 N -1.68542 -0.24771 0.68044
5 C -0.93880 0.84612 -0.00053
6 C -1.71363 2.10470 -0.45263
7 C 0.34988 0.76163 -0.21343
8 C 1.22861 -0.43741 0.09573
9 C 1.26624 -0.85935 1.55754
10 C 0.79854 -1.59231 -0.86251
11 C 2.63018 0.04310 -0.34951
12 H -1.41659 -0.52241 1.59200
13 H -1.84604 2.01254 -1.54868
14 H -2.73487 2.05966 0.07811
15 H -1.39589 3.08318 -0.13680
16 H 0.80822 1.61413 -0.74939
17 H 2.25449 -1.48672 1.72706
18 H 1.41009 -0.05836 2.20291
19 H 0.44945 -1.51800 1.98581
20 H -0.00680 -2.32567 -0.57901
21 H 0.44889 -1.14807 -1.83562
22 H 1.73964 -2.25210 -0.94118
23 H 3.06949 0.82736 0.22230
24 H 2.58447 0.33228 -1.42227
25 H 3.22715 -0.80681 -0.33815

Forces on the atoms, in the same order (eV/Å):
1.409 -0.597 0.684
-1.322 0.445 -1.092
-0.793 -0.833 0.884
1.035 2.421 -1.908
-1.914 0.714 0.680
-2.495 -1.759 0.819
0.517 -0.188 0.138
-0.612 0.615 -0.822
1.568 -3.358 0.136
0.897 -1.170 -0.358
-1.448 -0.295 -1.382
0.686 -0.296 0.539
-0.160 0.510 0.604
1.243 0.014 -1.148
1.050 0.120 -0.087
-0.199 -0.509 0.495
-1.874 0.924 -0.412
0.036 1.745 1.136
0.686 0.816 -0.929
0.574 1.173 0.379
0.825 -0.626 0.711
-1.389 0.849 -0.529
0.087 0.635 0.583
-0.020 0.092 0.646
1.613 -1.442 0.232

Mulliken population analysis, charges in e, atoms 1 to 4: H 0.24; N -0.60; N -0.46; N 0.43

=====

Entry 6:
The following is a DFT calculation (the ωB97M-V functional and the def2-TZVPD basis) of an isolated ion of composition C7H15N3O and charge +2 at a distorted geometry.

Results
SMILES	Cc1c[nH+]c([C@H](O)[C@H](C)[NH3+])[nH]1
charge	+2
E_tot	-14002.308	eV
F_max	0.0867	Eh/bohr

Cartesian coordinates (Å):
1 C 0.68243 3.75547 0.78531
2 C 0.42405 2.69559 -0.14664
3 C 0.67635 2.38087 -1.48581
4 N 0.24861 1.06334 -1.68961
5 C -0.30982 0.56765 -0.59230
6 C -1.04344 -1.11037 -0.39870
7 O -2.30321 -1.06255 0.00826
8 C -0.23318 -1.84423 0.67215
9 C 1.26444 -1.83157 0.40233
10 N -0.64076 -3.33358 0.62677
11 N -0.27595 1.56240 0.33918
12 H 1.44193 4.55000 0.40222
13 H -0.17192 4.37831 0.79383
14 H 1.02981 3.33670 1.68527
15 H 0.85571 3.03589 -2.33225
16 H 0.27868 0.58350 -2.65974
17 H -0.84679 -1.62431 -1.47757
18 H -2.99638 -0.83413 -0.55612
19 H -0.43200 -1.23237 1.67300
20 H 1.57978 -0.71935 0.45115
21 H 1.52202 -2.30841 -0.51250
22 H 1.86596 -2.46242 1.05773
23 H 0.06895 -3.82366 1.20763
24 H -0.30395 -3.71319 -0.34954
25 H -1.65815 -3.48727 0.88873
26 H -0.72318 1.47769 1.20723

Forces on the atoms, in the same order (eV/Å):
1.943 3.046 -1.996
-0.721 -2.801 -2.408
-0.753 0.248 1.372
-0.166 -0.499 -2.009
-1.377 -1.682 0.704
2.774 1.618 -3.095
0.465 -0.756 2.607
0.568 1.256 0.905
0.206 1.824 0.707
1.014 0.254 -0.900
1.382 -1.025 -2.537
-0.846 -1.817 0.519
-1.274 0.520 1.015
0.138 -0.024 1.423
0.641 -0.254 0.326
-0.027 1.047 2.401
-0.492 1.336 2.204
-1.490 0.707 -2.001
-0.001 -2.249 -1.644
0.031 -2.128 -0.176
-0.024 0.214 -1.521
-0.221 0.511 0.864
-1.166 0.045 0.451
-1.666 0.832 1.808
1.485 -0.293 -0.509
-0.422 0.070 1.491

Mulliken population analysis, charges in e, atoms 1 to 4: C -1.23; C 0.64; C -0.55; N 0.00

=====

> What is the charge in the sixth record?

+2

=====

Repeat the fifth record exactly.
The following is a DFT calculation (the ωB97M-V functional and the def2-TZVPD basis) of one molecule with the formula C7H15N3 at a distorted geometry.

Results
SMILES	[H]/N=N\N/C(C)=C\C(C)(C)C
charge	0
E_tot	-11968.795	eV
F_max	0.0721	Eh/bohr

Cartesian coordinates (Å):
1 H -3.78593 0.52204 -0.93658
2 N -3.81331 -0.29442 -0.27081
3 N -2.92805 -0.65743 0.49522
4 N -1.68542 -0.24771 0.68044
5 C -0.93880 0.84612 -0.00053
6 C -1.71363 2.10470 -0.45263
7 C 0.34988 0.76163 -0.21343
8 C 1.22861 -0.43741 0.09573
9 C 1.26624 -0.85935 1.55754
10 C 0.79854 -1.59231 -0.86251
11 C 2.63018 0.04310 -0.34951
12 H -1.41659 -0.52241 1.59200
13 H -1.84604 2.01254 -1.54868
14 H -2.73487 2.05966 0.07811
15 H -1.39589 3.08318 -0.13680
16 H 0.80822 1.61413 -0.74939
17 H 2.25449 -1.48672 1.72706
18 H 1.41009 -0.05836 2.20291
19 H 0.44945 -1.51800 1.98581
20 H -0.00680 -2.32567 -0.57901
21 H 0.44889 -1.14807 -1.83562
22 H 1.73964 -2.25210 -0.94118
23 H 3.06949 0.82736 0.22230
24 H 2.58447 0.33228 -1.42227
25 H 3.22715 -0.80681 -0.33815

Forces on the atoms, in the same order (eV/Å):
1.409 -0.597 0.684
-1.322 0.445 -1.092
-0.793 -0.833 0.884
1.035 2.421 -1.908
-1.914 0.714 0.680
-2.495 -1.759 0.819
0.517 -0.188 0.138
-0.612 0.615 -0.822
1.568 -3.358 0.136
0.897 -1.170 -0.358
-1.448 -0.295 -1.382
0.686 -0.296 0.539
-0.160 0.510 0.604
1.243 0.014 -1.148
1.050 0.120 -0.087
-0.199 -0.509 0.495
-1.874 0.924 -0.412
0.036 1.745 1.136
0.686 0.816 -0.929
0.574 1.173 0.379
0.825 -0.626 0.711
-1.389 0.849 -0.529
0.087 0.635 0.583
-0.020 0.092 0.646
1.613 -1.442 0.232

Mulliken population analysis, charges in e, atoms 1 to 4: H 0.24; N -0.60; N -0.46; N 0.43

=====

> Which value of E_tot does entry 3 give?

-32143.708 eV